Record 1
An isolated molecule of C6H11N at a distorted geometry. Source: the OMol25 dataset; level of theory: ωB97M-V/def2-TZVPD.

```
! RIJCOSX wB97M-V def2-TZVPD def2/J DEFGRID3
* xyz 0 1
C 1.4196 -0.1795 -2.9540
C 0.4337 -0.6424 -2.1882
N -0.5030 0.0700 -1.4748
C -1.1740 -0.5528 -0.3439
C -0.3335 -0.3286 0.8974
C -0.6655 0.2489 2.0520
C 0.3515 0.9271 2.9103
H 1.9420 0.7579 -2.7929
H 1.9841 -0.8370 -3.6017
H 0.3875 -1.7153 -2.0500
H -1.0214 0.7653 -1.9751
H -1.4447 -1.5736 -0.6337
H -2.1128 -0.0092 -0.2224
H 0.7171 -0.3213 0.5986
H -1.7251 0.1022 2.2559
H 1.3774 0.6978 2.6429
H 0.2038 0.5896 3.9437
H 0.1632 2.0009 2.9358
*
```

As for the structure (SMILES): C=CNC/C=C/C. The frontier orbital gap is 9.2 eV. The calculation puts the energy above the lowest of the compared OMol25 structures with the same formula, charge and spin at 2.269 eV. The value obtained for the total energy is -7888.2625 eV.

So, what does the Löwdin scheme give us? The charges, in e, come out as: number 1, C, carries -0.0171; number 2, C, carries -0.2690; number 3, N, carries -0.0600; number 4, C, carries -0.2165; number 5, C, carries -0.1137; number 6, C, carries -0.1734; number 7, C, carries -0.1064; number 8, H, carries 0.0461; number 9, H, carries 0.0364; number 10, H, carries 0.1027; number 11, H, carries 0.1240; number 12, H, carries 0.1104; number 13, H, carries 0.1143; number 14, H, carries 0.1010; number 15, H, carries 0.1037; number 16, H, carries 0.0739; number 17, H, carries 0.0696; number 18, H, carries 0.0739

***

Record 2
A cluster of 8 separate species, C28H36N6O14 in total at a distorted geometry. Source: the OMol25 dataset; level of theory: ωB97M-V/def2-TZVPD.

```
! RIJCOSX wB97M-V def2-TZVPD def2/J DEFGRID3
* xyz -2 1
C -0.3726 1.0051 -0.6784
O -1.3222 0.1683 -0.4432
O -0.4773 1.7571 -1.5922
O 0.6164 1.0784 0.0310
C -2.0322 5.4913 3.6728
C -3.1317 6.3555 3.7575
C -3.7109 6.5550 5.0090
C -3.1404 6.0126 6.1524
C -2.0681 5.1403 5.9836
C -1.4986 4.8572 4.7547
O -0.4162 4.0768 4.6550
O -4.7811 7.4297 5.1150
H -1.6247 5.4409 2.6740
H -3.5603 7.0201 3.0220
H -3.4926 6.2916 7.1345
H -1.5363 4.6575 6.7902
H -0.2840 3.7660 3.7564
H -4.8203 7.6920 6.0376
C -6.5902 0.3454 5.3735
C -5.8708 -0.2494 4.3154
C -6.1723 -1.5660 4.0045
C -7.2991 -2.2250 4.4528
C -8.0227 -1.6330 5.4889
C -7.5693 -0.4480 5.9857
O -8.1645 0.0967 7.0777
O -5.5380 -2.0521 2.8783
H -6.4033 1.3592 5.6956
H -5.2126 0.3345 3.6891
H -7.6027 -3.2321 4.2081
H -8.8006 -2.2268 5.9456
H -9.0086 -0.3454 7.1950
H -4.8883 -1.5382 2.3932
C 4.1926 -3.5957 -5.5606
C 3.9322 -2.4230 -4.8307
C 4.8570 -1.3944 -4.7901
C 6.0506 -1.5424 -5.5168
C 6.2898 -2.6132 -6.2802
C 5.3591 -3.6289 -6.2712
O 5.5968 -4.7689 -7.0075
O 4.7099 -0.3442 -3.9489
H 3.4295 -4.3378 -5.7431
H 3.0831 -2.3186 -4.1716
H 6.7633 -0.7599 -5.3019
H 7.1881 -2.7767 -6.8571
H 6.4295 -4.6802 -7.4769
H 3.8888 -0.4130 -3.4562
C -0.3493 -7.2024 -2.3472
C 0.4850 -8.2397 -1.9108
C 1.3638 -8.0377 -0.8735
C 1.4661 -6.8206 -0.1613
C 0.6067 -5.7941 -0.6742
C -0.2486 -6.0363 -1.7039
O -1.1606 -5.0951 -2.1129
O 2.1289 -8.9634 -0.3993
H -0.9835 -7.2640 -3.2191
H 0.5695 -9.1477 -2.4893
H 2.0362 -6.6513 0.7402
H 0.4732 -4.8302 -0.2058
H -1.1342 -4.2951 -1.5828
H 2.9904 -8.8903 -0.8165
C 2.7373 6.5676 -0.8661
O 2.9964 7.7108 -0.6033
N 3.2345 5.6146 -0.1117
N 1.9877 6.1686 -1.8300
H 4.0751 5.7728 0.4254
H 2.8049 4.7028 -0.0467
H 1.5413 6.8817 -2.3889
H 1.4045 5.3655 -1.6431
C 2.4951 3.7762 -8.1862
O 3.5929 4.0020 -7.9160
N 2.0501 3.6688 -9.3766
N 1.5296 3.3833 -7.3315
H 2.6861 3.9868 -10.0938
H 1.0928 3.9905 -9.3596
H 1.8799 3.1975 -6.4026
H 0.5374 3.4494 -7.5089
C 2.4464 -2.4270 4.6984
O 2.7027 -3.4292 5.3661
N 3.2827 -1.7396 3.9982
N 1.2361 -2.0030 4.3464
H 4.0952 -2.2840 3.7462
H 2.8926 -1.2292 3.2188
H 1.1277 -1.3796 3.5591
H 0.3537 -2.2978 4.7395
*
```

The frontier orbital gap is 1.6 eV. The value obtained for the total energy is -67222.1064 eV.

So, what does the Löwdin scheme give us? The charges, in e, come out as: number 1, C, carries -1.2837; number 2, O, carries -0.2816; number 3, O, carries -0.1617; number 4, O, carries -0.2141; number 5, C, carries -0.0077; number 6, C, carries -0.0013; number 7, C, carries -0.3365; number 8, C, carries -0.0312; number 9, C, carries -0.0201; number 10, C, carries -0.3644; number 11, O, carries 0.0737; number 12, O, carries 0.0155; number 13, H, carries 0.1254; number 14, H, carries 0.1169; number 15, H, carries 0.1042; number 16, H, carries 0.1138; number 17, H, carries 0.1227; number 18, H, carries 0.0835; number 19, C, carries 0.0120; number 20, C, carries 0.0038; number 21, C, carries -0.3148; number 22, C, carries -0.0155; number 23, C, carries -0.0455; number 24, C, carries -0.3642; number 25, O, carries 0.0280; number 26, O, carries 0.0210; number 27, H, carries 0.1145; number 28, H, carries 0.1254; number 29, H, carries 0.1138; number 30, H, carries 0.1096; number 31, H, carries 0.0913; number 32, H, carries 0.1117; number 33, C, carries -0.0064; number 34, C, carries -0.0006; number 35, C, carries -0.3245; number 36, C, carries -0.0277; number 37, C, carries -0.0510; number 38, C, carries -0.3497; number 39, O, carries 0.0192; number 40, O, carries 0.0637; number 41, H, carries 0.1188; number 42, H, carries 0.1220; number 43, H, carries 0.1197; number 44, H, carries 0.1131; number 45, H, carries 0.0842; number 46, H, carries 0.1162; number 47, C, carries -0.0224; number 48, C, carries -0.0086; number 49, C, carries -0.4339; number 50, C, carries 0.0407; number 51, C, carries 0.0042; number 52, C, carries -0.3730; number 53, O, carries 0.0470; number 54, O, carries 0.0436; number 55, H, carries 0.1212; number 56, H, carries 0.1093; number 57, H, carries 0.1126; number 58, H, carries 0.1215; number 59, H, carries 0.1101; number 60, H, carries 0.1181; number 61, C, carries -0.8267; number 62, O, carries 0.0153; number 63, N, carries 0.1573; number 64, N, carries 0.1748; number 65, H, carries 0.1090; number 66, H, carries 0.1159; number 67, H, carries 0.1147; number 68, H, carries 0.1248; number 69, C, carries -0.8594; number 70, O, carries 0.1104; number 71, N, carries 0.1465; number 72, N, carries 0.1546; number 73, H, carries 0.1175; number 74, H, carries 0.1068; number 75, H, carries 0.1181; number 76, H, carries 0.1031; number 77, C, carries -0.7632; number 78, O, carries -0.0041; number 79, N, carries 0.1454; number 80, N, carries 0.1538; number 81, H, carries 0.1163; number 82, H, carries 0.1145; number 83, H, carries 0.1109; number 84, H, carries 0.1117

***

Record 3
A structure of composition C24H23ClN2OPTl at a distorted geometry. Source: the OMol25 dataset; level of theory: ωB97M-V/def2-TZVPD.

```
! RIJCOSX wB97M-V def2-TZVPD def2/J DEFGRID3
* xyz 2 1
Tl -1.6908 0.1026 1.9031
Cl -0.0184 1.7588 3.0033
P -0.4357 1.2104 -0.7281
C -1.7346 0.3455 -1.7139
C -1.4091 -0.5141 -2.7767
C -2.3902 -1.3290 -3.3556
C -3.7006 -1.3064 -2.8780
C -4.0385 -0.3970 -1.8593
C -3.0856 0.4696 -1.3145
C -0.5500 2.9137 -1.3351
C 0.3947 3.8728 -0.8775
C 0.1591 5.2284 -1.1280
C -1.0189 5.6403 -1.7720
C -1.8041 4.6763 -2.4261
C -1.5285 3.3133 -2.2719
C 1.1071 0.6092 -1.5085
C 1.9950 -0.2213 -0.7893
C 3.2200 -0.5681 -1.3660
C 3.5537 -0.0984 -2.6449
C 2.6261 0.6382 -3.3933
C 1.4047 1.0001 -2.8259
H 1.2874 3.5523 -0.3181
H 0.9010 5.9735 -0.8177
H -1.2948 6.6979 -1.7948
H -2.6398 4.9787 -3.0606
H -2.0815 2.5729 -2.8696
H -0.3660 -0.6253 -3.0860
H -2.0994 -2.0382 -4.1345
H -4.4468 -2.0082 -3.2741
H -5.0589 -0.3937 -1.4805
H -3.3724 1.2315 -0.5708
H 1.7074 -0.5833 0.2019
H 3.9279 -1.1964 -0.8189
H 4.5492 -0.3067 -3.0470
H 2.8416 0.9589 -4.4137
H 0.6804 1.5669 -3.4176
H -0.8954 -1.9237 -0.9231
H -0.1543 -1.7965 -0.8676
N 2.6024 -3.4025 6.4899
C 2.5802 -2.5891 5.3593
O 3.5044 -1.8832 4.9730
C 1.2889 -2.6467 4.5695
C 0.6424 -3.8864 4.3842
C -0.3602 -3.9812 3.4211
C -0.6828 -2.8280 2.6884
N -0.0567 -1.6586 2.8810
C 0.8631 -1.5150 3.8486
H 3.4963 -3.3567 6.9819
H 1.7708 -3.2880 7.0639
H 0.9704 -4.7637 4.9681
H -0.9360 -4.8722 3.1920
H -1.4928 -2.8284 1.9407
H 1.2688 -0.5059 3.9892
*
```

The frontier orbital gap (alpha / beta) is 4.2 / 4.3 eV. The value obtained for the total energy is -56775.4023 eV.

So, what does the Löwdin scheme give us? The charges, in e, come out as: number 1, Tl, carries 0.7936; number 2, Cl, carries -0.0457; number 3, P, carries 1.0646; number 4, C, carries -0.4524; number 5, C, carries -0.1235; number 6, C, carries -0.0431; number 7, C, carries -0.0329; number 8, C, carries -0.0509; number 9, C, carries -0.1494; number 10, C, carries -0.3200; number 11, C, carries -0.0294; number 12, C, carries -0.0180; number 13, C, carries 0.0231; number 14, C, carries -0.0075; number 15, C, carries -0.0371; number 16, C, carries -0.3833; number 17, C, carries -0.0924; number 18, C, carries -0.0401; number 19, C, carries -0.0270; number 20, C, carries -0.0374; number 21, C, carries -0.0949; number 22, H, carries 0.1338; number 23, H, carries 0.1335; number 24, H, carries 0.1397; number 25, H, carries 0.1323; number 26, H, carries 0.1256; number 27, H, carries 0.1023; number 28, H, carries 0.1267; number 29, H, carries 0.1287; number 30, H, carries 0.1191; number 31, H, carries 0.1002; number 32, H, carries 0.0992; number 33, H, carries 0.1243; number 34, H, carries 0.1266; number 35, H, carries 0.1248; number 36, H, carries 0.1204; number 37, H, carries 0.0927; number 38, H, carries 0.0821; number 39, N, carries 0.1559; number 40, C, carries -0.4670; number 41, O, carries 0.0921; number 42, C, carries -0.0927; number 43, C, carries 0.0310; number 44, C, carries -0.0115; number 45, C, carries -0.1687; number 46, N, carries -0.0772; number 47, C, carries -0.0592; number 48, H, carries 0.1250; number 49, H, carries 0.1172; number 50, H, carries 0.1395; number 51, H, carries 0.1223; number 52, H, carries 0.0895; number 53, H, carries 0.0956

***

Record 4
An isolated molecule of C3H5NO at a distorted geometry. Source: the OMol25 dataset; level of theory: ωB97M-V/def2-TZVPD.

```
! RIJCOSX wB97M-V def2-TZVPD def2/J DEFGRID3
* xyz 0 1
C -1.6923 0.8448 0.2423
N -0.4374 0.8642 -0.1893
C 0.5772 0.2119 0.4511
C 1.1360 -0.8071 -0.4736
O 0.9369 0.4663 1.5678
H -2.3518 1.3746 -0.4257
H -1.9689 0.0074 0.9100
H 1.5566 -1.7570 0.0392
H 0.4174 -1.0170 -1.2215
H 1.8264 -0.1881 -0.9004
*
```

As for the structure (SMILES): C=NC(C)=O. The frontier orbital gap is 10.2 eV. The calculation puts the energy above the lowest of the compared OMol25 structures with the same formula, charge and spin at 1.451 eV. The value obtained for the total energy is -6728.1217 eV.

So, what does the Löwdin scheme give us? The charges, in e, come out as: number 1, C, carries 0.0588; number 2, N, carries 0.0539; number 3, C, carries -0.6129; number 4, C, carries -0.0041; number 5, O, carries 0.0914; number 6, H, carries 0.0651; number 7, H, carries 0.0961; number 8, H, carries 0.1328; number 9, H, carries 0.0644; number 10, H, carries 0.0544